A cluster of 2 separate species, CH2IN2PS in total. Source: the Open Molecules 2025 dataset; level of theory: ωB97M-V/def2-TZVPD.

Last column: Löwdin charge in e.
CARTESIAN COORDINATES (ANGSTROEM)
C1 -1.13 2.79 -0.11  -0.802
N1 -0.01 2.40 0.11  -0.126
N2 1.06 1.87 -0.36  -0.418
P1 2.33 1.50 0.50  0.796
S1 -2.54 3.44 -0.05  0.666
I1 -2.83 -0.54 0.06  0.422
H1 3.02 1.02 -0.63  -0.160
H2 -2.85 -2.00 0.64  -0.378

Multiplicity: 1
Energy relative to the best compared isomer or geometry (same formula, charge and spin): 2.439 eV
LUMO energy: -1.29 eV
Gap between HOMO and LUMO: 7.5 eV
Net charge: 0
SMILES string: [H]/P=N/N=C=S.I
Calculated total energy: -32271.34340 eV
HOMO energy: -0.32306 hartree